# 1
# O7P4

One molecule with the formula O7P4 (ωB97M-V/def2-TZVPD, the Open Molecules 2025 dataset).

Last column: Mulliken charge in e.
CARTESIAN COORDINATES (ANGSTROEM)
O (-0.93021, -2.10977, -1.64502)  -0.8000
O (1.03742, 1.79077, -0.52696)  -0.2623
O (1.53016, 0.06153, 1.51823)  -0.2166
O (-0.85027, 1.36419, 1.49190)  -0.2272
O (1.06423, -0.98476, -0.98514)  -0.1777
O (-1.27412, 0.39479, -1.06733)  -0.1770
O (-0.90721, -1.21513, 0.78138)  -0.2828
P (1.40928, 0.27051, -0.09914)  0.2992
P (-0.45932, 1.41347, -0.14365)  0.0288
P (-0.09991, 0.02344, 1.47921)  0.5607
P (-0.52004, -1.00904, -0.80349)  1.2549

Force components x, y, z for each atom (eV/Å):
O -0.8 -0.1 0.1
O 2.8 -0.3 -0.9
O -0.2 -1.0 1.9
O -0.8 -0.5 3.0
O -0.7 -0.1 -0.4
O 0.8 -3.4 -1.2
O 1.0 0.0 0.5
P 7.7 2.0 -0.2
P -5.7 9.9 -3.1
P 0.0 -2.3 3.3
P -4.1 -4.2 -2.9

## Properties
ΔE to the lowest compared entry with this formula, charge and spin, eV: 0.000
Net charge: 0
Lowest unoccupied orbital energy, eV: -3.30
E_HOMO, eV: -7.41

# 2
# S2

An isolated ion of composition S2 and charge -1 (ωB97M-V/def2-TZVPD, the Open Molecules 2025 dataset).

Last column: Löwdin spin population.
CARTESIAN COORDINATES (ANGSTROEM)
S (0.26831, -0.93091, 0.04147)  0.5000
S (-0.26831, 0.93091, -0.04147)  0.5000

Force components x, y, z for each atom (eV/Å):
S 0.4 -1.3 0.1
S -0.4 1.3 -0.1

## Properties
ΔE to the lowest compared entry with this formula, charge and spin, eV: 0.038
Net charge: -1
2S+1: 2
Lowest unoccupied orbital energy (spin up / spin down), eV: 3.99 / 3.96
E_HOMO (spin up / spin down), eV: -1.85 / -1.58

Repeat the second record exactly.
# S2

An isolated ion of composition S2 and charge -1 (ωB97M-V/def2-TZVPD, the Open Molecules 2025 dataset).

Last column: Löwdin spin population.
CARTESIAN COORDINATES (ANGSTROEM)
S (0.26831, -0.93091, 0.04147)  0.5000
S (-0.26831, 0.93091, -0.04147)  0.5000

Force components x, y, z for each atom (eV/Å):
S 0.4 -1.3 0.1
S -0.4 1.3 -0.1

## Properties
ΔE to the lowest compared entry with this formula, charge and spin, eV: 0.038
Net charge: -1
2S+1: 2
Lowest unoccupied orbital energy (spin up / spin down), eV: 3.99 / 3.96
E_HOMO (spin up / spin down), eV: -1.85 / -1.58